[1]
{"formula": "C40H29AsCl5N2O3PtS2", "method": "wB97M-V/def2-TZVPD", "relative_energy_kj_mol": 0.0, "total_charge": 1, "symbols": ["S", "H", "C", "C", "C", "H", "C", "C", "H", "H", "C", "C", "C", "C", "H", "N", "C", "H", "As", "C", "C", "H", "C", "C", "H", "H", "H", "Pt", "H", "H", "Cl", "H", "C", "C", "C", "C", "Cl", "O", "C", "C", "N", "C", "C", "C", "C", "H", "C", "S", "C", "H", "Cl", "H", "C", "C", "C", "H", "H", "H", "C", "H", "O", "H", "C", "H", "H", "C", "C", "Cl", "Cl", "C", "H", "H", "H", "C", "H", "C", "O", "H", "H", "C", "C", "C", "C"], "positions_angstrom": [[1.05, 2.38, 1.84], [-2.33, -3.78, 6.25], [-2.94, -0.25, 2.14], [-3.02, 0.12, -4.28], [6.65, 0.39, -1.57], [-3.88, -0.77, 3.98], [1.00, -0.86, 4.83], [0.11, -2.05, 4.63], [-4.68, 5.41, 0.38], [4.25, -2.04, 1.53], [-3.95, 2.14, -0.09], [-3.65, -1.09, 2.98], [-1.49, -4.32, 4.35], [-4.71, 3.29, 0.05], [-0.87, 3.52, 0.26], [1.91, -0.14, 2.17], [5.23, 2.34, -1.68], [5.54, -0.87, 1.86], [-1.70, 0.52, -0.31], [-2.71, 4.58, 0.33], [1.67, 0.58, -2.99], [-0.41, -1.51, -1.94], [-1.16, -1.07, -2.59], [0.57, 1.09, -5.55], [-3.50, 1.40, -2.62], [7.53, -0.14, -1.90], [-2.35, -1.28, -5.75], [1.62, 1.43, -0.21], [7.04, 2.13, -2.79], [-5.79, 3.23, 0.00], [0.55, 2.79, -1.92], [-4.45, 1.19, -0.23], [6.37, 1.67, -2.07], [-1.96, -0.03, -2.13], [-1.94, 3.44, 0.18], [-2.56, 2.22, -0.04], [2.88, -1.67, -3.76], [2.18, 0.32, -1.81], [-3.75, -2.75, 1.23], [-3.04, -1.92, 0.39], [2.60, 0.26, 1.03], [-0.83, -2.39, 5.61], [4.46, -1.01, 1.83], [4.34, 1.76, -0.78], [5.80, -0.17, -0.64], [-3.74, 0.60, -4.94], [-1.31, -1.52, -3.89], [0.36, 0.71, 4.15], [-4.09, 4.51, 0.26], [-0.92, -1.77, 6.49], [-0.12, 1.38, -7.09], [1.11, -0.65, 5.90], [-0.56, -3.99, 3.37], [-4.06, -2.34, 2.52], [-2.24, -0.93, -4.73], [-0.69, -2.34, -4.25], [-4.62, -2.99, 3.18], [4.99, 3.32, -2.07], [-2.64, -0.67, 0.85], [-2.62, 0.73, 2.49], [-0.05, 0.28, -0.05], [1.99, -1.01, 4.41], [0.23, -2.86, 3.51], [-2.09, -5.21, 4.25], [6.03, -1.14, -0.24], [4.64, 0.50, -0.22], [-1.62, -3.52, 5.47], [1.66, -1.14, -6.60], [-0.68, 3.34, -4.70], [1.18, 0.82, 2.64], [-2.81, -2.23, -0.62], [-2.22, 5.53, 0.51], [0.95, -2.61, 2.75], [0.88, 1.69, -3.26], [-0.45, -4.62, 2.50], [0.31, 1.96, -4.50], [3.25, 2.47, -0.46], [4.05, -0.87, 2.82], [-4.07, -3.73, 0.88], [1.92, -0.28, -4.07], [3.84, -0.06, 0.85], [-2.89, 0.58, -2.97], [1.38, -0.03, -5.32]]}



[2]
{"formula": "C26H74O11S9", "method": "wB97M-V/def2-TZVPD", "relative_energy_kj_mol": 0.0, "total_charge": 0, "symbols": ["H", "H", "H", "H", "C", "S", "H", "H", "C", "C", "H", "H", "H", "H", "H", "H", "C", "H", "S", "O", "H", "H", "H", "H", "H", "H", "H", "C", "H", "H", "H", "H", "H", "C", "H", "C", "C", "H", "H", "H", "H", "C", "C", "C", "H", "C", "O", "H", "S", "S", "C", "H", "H", "C", "H", "H", "H", "O", "C", "H", "H", "O", "H", "H", "H", "H", "C", "C", "H", "H", "H", "H", "S", "H", "H", "O", "H", "H", "H", "C", "C", "H", "C", "C", "H", "S", "H", "O", "H", "C", "H", "C", "H", "S", "H", "H", "H", "H", "H", "H", "H", "O", "H", "C", "O", "O", "H", "H", "S", "O", "H", "H", "C", "S", "H", "H", "C", "O", "H", "H"], "positions_angstrom": [[6.48, -5.65, -2.26], [-3.18, 4.82, 1.61], [5.73, -3.57, -0.25], [-3.30, -3.28, 2.49], [-4.58, 4.33, -0.89], [-0.61, 3.74, 4.69], [7.57, -4.66, -1.28], [2.01, -1.96, -0.67], [-2.81, 0.16, 3.23], [5.53, -4.15, -1.17], [-4.06, -1.68, -1.62], [-5.27, 3.79, -1.47], [3.73, -7.06, -4.53], [2.19, 3.89, 1.06], [4.61, -5.54, -4.85], [6.22, 3.80, 0.64], [-1.49, 5.38, 5.07], [4.49, -4.53, -1.15], [-1.65, 3.81, -3.49], [-5.24, 1.56, -2.30], [0.07, 3.47, -5.10], [2.37, 0.13, 5.37], [-3.27, -0.66, -2.74], [0.54, -1.78, 0.46], [-0.70, 1.74, -0.57], [0.47, 1.22, 0.59], [-2.55, 1.75, -3.57], [-4.31, -3.77, 0.12], [-0.50, 1.98, -4.50], [-0.44, -5.43, -1.04], [1.71, 1.65, 4.71], [-6.22, 1.30, 3.63], [3.59, -2.81, -2.19], [6.60, -5.14, -1.31], [2.87, -5.21, -2.85], [-0.18, 3.00, -4.20], [-2.47, -3.90, 2.14], [-3.79, 4.85, -1.49], [0.87, -6.56, -1.29], [-1.13, 0.26, 0.59], [0.57, 2.88, -3.41], [2.52, -5.35, -3.90], [0.46, -5.58, -1.57], [0.21, 4.39, 3.23], [-2.26, -0.51, 2.61], [-5.18, 1.07, 3.90], [5.52, -3.36, -2.36], [-5.24, 0.51, 4.83], [-5.45, 0.07, -2.47], [-3.80, 3.10, 0.10], [1.76, 0.60, 4.65], [3.19, -6.03, -5.83], [-5.13, 4.99, -0.24], [-2.68, 4.09, 1.02], [4.40, 1.73, 3.99], [-2.85, 2.71, -5.11], [-7.32, 0.46, -0.99], [2.21, 1.76, 2.39], [-2.91, 2.70, -4.00], [-3.60, 0.03, -1.08], [0.18, -4.49, -3.37], [-1.76, 2.80, 4.30], [5.66, -1.26, -3.94], [-4.63, -4.78, 0.47], [-3.94, 2.91, -3.56], [-2.23, 5.04, 5.82], [3.13, 4.34, 0.76], [1.37, -1.30, -0.11], [4.93, 0.65, 2.77], [-2.13, 3.39, 1.65], [3.96, -0.88, -3.77], [3.69, 3.64, 0.14], [-2.60, -3.62, 0.36], [-6.97, -1.30, -1.01], [6.53, -5.87, -0.47], [3.94, 5.73, 2.84], [1.21, -4.84, -1.28], [4.59, -0.04, 4.32], [3.03, 5.34, 0.30], [-0.37, 0.86, 0.01], [-3.91, -0.66, -1.88], [-4.54, 1.97, 3.92], [4.54, -2.33, -2.40], [5.87, 4.71, 1.14], [4.47, -2.41, -4.55], [2.58, 0.48, 3.05], [0.79, 0.17, 4.46], [-4.82, -1.43, 2.87], [0.65, 3.54, 2.69], [4.25, 0.71, 3.60], [2.27, -4.35, -4.33], [4.68, -1.68, -3.77], [6.54, 5.07, 1.87], [-4.50, 0.03, 2.69], [-2.54, -4.97, 2.40], [0.97, 5.08, 3.48], [-4.41, -3.83, -0.94], [-0.75, 6.07, 5.52], [-2.74, -0.12, 4.27], [-4.87, -2.99, 0.62], [-1.94, 5.67, 4.15], [-1.67, 3.67, -2.01], [-0.55, 4.80, 2.54], [3.59, -5.99, -4.80], [-2.20, -2.21, 0.08], [-4.79, 2.68, 1.14], [-5.92, -0.17, -0.04], [4.77, -1.55, -1.70], [0.43, -0.16, -1.35], [1.36, 0.73, -2.05], [-2.45, 1.19, 3.13], [-0.67, -6.05, -3.41], [0.21, -5.55, -3.07], [4.27, 4.43, 2.15], [-1.89, 4.58, 0.36], [5.72, 5.49, 0.41], [-6.54, -0.32, -0.92], [1.35, -6.14, -3.82], [1.97, -0.64, 0.45], [-1.51, -3.41, 2.36]]}



[3]
{"formula": "C5H14", "method": "wB97M-V/def2-TZVPD", "smiles": "CCC.CC", "relative_energy_kj_mol": 36.4, "total_charge": 0, "symbols": ["C", "C", "H", "H", "H", "C", "H", "H", "H", "H", "H", "C", "H", "H", "C", "H", "H", "H", "H"], "positions_angstrom": [[-1.60, -0.09, -1.58], [-0.17, -0.66, -1.56], [1.42, -0.93, 2.41], [1.39, -0.29, -3.17], [0.98, 0.30, 1.26], [0.32, 0.72, 3.29], [-0.49, 1.38, 3.03], [0.24, 0.98, -2.96], [1.20, 1.34, 3.49], [-0.21, -0.90, 1.98], [0.19, -0.67, -0.53], [0.63, -0.23, 2.13], [-2.10, -0.13, -0.60], [-2.25, -0.63, -2.27], [0.78, 0.21, -2.42], [0.06, 0.22, 4.20], [-0.20, -1.71, -1.82], [-1.62, 0.97, -1.83], [1.44, 0.75, -1.74]]}



[4]
{"formula": "C29H53N15O2P", "method": "wB97M-V/def2-TZVPD", "total_charge": 1, "symbols": ["C", "H", "H", "H", "C", "H", "H", "N", "C", "C", "H", "H", "C", "O", "H", "N", "C", "H", "H", "C", "N", "H", "C", "H", "H", "H", "H", "H", "C", "H", "H", "C", "H", "C", "C", "N", "H", "H", "H", "N", "H", "C", "H", "C", "H", "H", "H", "H", "C", "C", "H", "H", "N", "H", "H", "C", "C", "C", "C", "H", "H", "H", "C", "H", "H", "N", "N", "H", "H", "C", "H", "H", "H", "C", "H", "C", "C", "H", "O", "N", "P", "N", "H", "C", "H", "H", "N", "H", "N", "H", "N", "C", "H", "H", "N", "H", "N", "C", "C", "H"], "positions_angstrom": [[-4.75, -4.69, -6.10], [3.75, -2.72, 0.06], [-0.12, -2.73, -1.96], [2.80, 2.89, -2.31], [4.67, -0.68, 4.60], [3.40, 2.36, -4.57], [-6.65, -4.13, -0.38], [-5.45, 1.10, 0.58], [3.07, -2.25, -1.96], [-5.96, -4.55, 0.34], [1.00, 1.89, -3.55], [-3.10, -0.97, -0.61], [4.12, 0.36, -1.09], [2.05, -1.58, 1.54], [-2.73, 7.87, 6.15], [5.13, -3.18, 5.18], [2.08, -3.91, 3.86], [1.43, 1.26, -5.16], [3.73, -2.18, -2.83], [-2.64, 8.11, 7.21], [2.53, -3.59, -1.94], [5.47, 0.12, -2.51], [-2.89, -0.16, -1.30], [5.66, 1.48, -1.64], [-3.02, -5.64, -3.00], [3.13, 0.43, 2.03], [3.65, -3.51, -4.71], [-5.64, -4.35, -7.96], [-1.71, 5.29, 2.49], [1.90, -3.79, 0.08], [-0.29, 10.23, 5.35], [-1.35, 8.73, 7.48], [4.99, -2.16, -1.01], [-4.71, -4.15, -7.46], [3.33, -4.39, -4.16], [-7.09, -6.53, 1.61], [3.68, -0.60, 4.15], [0.73, 9.93, 3.94], [-0.23, 5.83, 1.12], [-2.94, -3.20, -1.01], [0.71, -1.83, -0.73], [2.18, -4.06, -3.23], [2.31, -1.47, -2.09], [4.94, -2.07, 4.93], [-3.89, -4.61, -8.01], [1.39, -3.42, 3.18], [1.42, 0.20, -3.76], [-4.55, -3.07, -7.42], [0.34, -2.82, -0.98], [-1.28, 9.39, 3.72], [-0.44, -3.03, -0.26], [-2.73, 7.19, 7.79], [-2.10, 8.70, 3.31], [-1.87, 6.33, 0.68], [5.42, -0.32, 3.89], [3.95, -2.00, -0.72], [1.65, 1.21, -4.10], [-2.73, -3.87, -1.93], [-1.50, 0.26, -1.18], [2.20, 0.99, -1.24], [4.71, -0.06, 5.49], [2.43, -3.19, 4.60], [-1.17, 6.21, 1.50], [1.56, 0.43, 0.41], [-3.55, 0.68, -1.08], [-0.40, 0.57, -1.08], [3.17, 1.11, -1.56], [-5.07, -4.90, -0.18], [3.76, 0.72, -4.05], [-0.25, 10.27, 4.26], [-1.40, -4.93, -3.15], [-5.14, 3.65, 2.40], [-0.42, 11.29, 3.93], [-6.59, -5.66, 1.05], [-5.67, -3.78, 1.05], [1.41, -5.02, 4.54], [-4.98, 2.00, 1.12], [4.17, -4.82, -3.63], [1.03, -4.23, -3.59], [0.87, -5.88, 5.07], [2.60, -0.33, 0.98], [3.40, 2.10, -2.52], [-2.78, -4.20, -3.99], [-4.38, 3.14, 1.81], [2.93, -4.28, 3.30], [-1.01, 7.18, 1.97], [-4.78, -5.11, -5.04], [2.94, -5.09, -4.89], [-2.12, 4.57, 3.29], [-3.08, -0.50, -2.32], [5.43, 0.49, -1.56], [3.12, 1.57, -3.87], [-3.96, 3.83, 1.09], [-3.44, 8.79, 7.49], [3.89, -0.62, -0.14], [1.11, -4.81, -1.08], [-0.33, 9.22, 7.68], [1.49, -3.81, -0.93], [-2.46, -4.71, -3.09], [-3.59, 2.80, 2.48]]}



[5]
{"formula": "C22H56N2O7PS7", "method": "wB97M-V/def2-TZVPD", "total_charge": 1, "symbols": ["H", "O", "C", "H", "H", "O", "O", "C", "H", "H", "H", "H", "C", "C", "H", "H", "H", "H", "H", "H", "H", "H", "C", "H", "C", "H", "H", "H", "H", "S", "S", "H", "H", "H", "H", "H", "S", "H", "S", "H", "C", "S", "S", "N", "N", "H", "C", "C", "H", "H", "H", "C", "C", "C", "C", "H", "H", "H", "H", "P", "C", "C", "H", "C", "H", "H", "H", "O", "H", "H", "H", "C", "H", "O", "H", "H", "H", "S", "C", "H", "H", "H", "O", "C", "H", "H", "C", "H", "H", "C", "C", "O", "H", "H", "H"], "positions_angstrom": [[7.99, 3.69, -1.74], [-3.19, 2.64, 2.30], [-5.63, 1.76, 1.64], [0.52, -0.37, -3.70], [0.68, 0.98, 0.92], [-0.56, 1.32, -5.45], [-5.34, -1.75, 3.89], [-6.77, -3.12, 5.67], [-9.15, -6.77, 0.21], [7.57, 1.51, -0.57], [5.09, -0.30, -8.80], [-7.64, -2.46, 2.16], [2.56, 2.62, 4.24], [6.53, 1.74, -0.32], [-7.48, -3.95, 5.75], [-8.45, -3.47, 3.38], [-6.05, 2.66, 2.09], [2.52, 2.89, -2.99], [5.29, 3.64, 4.66], [1.39, 1.02, -4.40], [5.96, 0.81, -0.22], [2.52, 2.93, -1.21], [3.27, 1.85, 2.93], [-5.49, 1.92, 0.57], [-7.78, -2.62, 3.23], [-6.57, -8.21, 2.73], [3.48, 0.47, -5.35], [4.17, -0.27, 5.07], [6.68, -0.23, 3.72], [5.79, 2.72, -1.65], [-4.02, 1.39, 2.38], [-0.95, 2.02, 2.57], [6.73, 4.80, -2.36], [3.37, 1.62, -2.06], [-8.20, -1.72, 3.68], [-10.02, -6.81, 1.78], [-6.17, -2.99, 3.97], [-8.34, -8.44, 2.73], [-7.69, -6.22, 2.04], [-3.50, 1.69, -5.36], [-7.49, -8.01, 2.18], [3.16, 0.62, -7.71], [0.98, 1.30, -2.05], [1.17, 1.40, 1.77], [2.53, 1.27, 1.78], [3.16, 3.05, 5.15], [0.89, 2.68, 4.15], [0.22, 2.01, 2.77], [3.68, -0.26, -9.87], [-5.11, 2.19, 4.38], [-1.31, -1.27, -6.45], [-3.15, 0.79, -5.87], [6.98, 4.08, -1.58], [3.90, -0.05, -6.21], [4.44, -0.90, 4.11], [7.85, 4.39, 4.07], [5.57, -0.68, 2.14], [4.98, 0.11, -6.23], [-7.26, -2.19, 5.97], [5.21, 1.70, 2.89], [5.60, -0.14, 3.21], [1.33, 0.35, -3.54], [6.88, 4.09, 2.37], [4.02, -0.48, -8.86], [8.03, 2.72, 3.05], [-9.63, -5.25, 1.01], [3.79, -1.52, -8.62], [1.71, 0.23, -7.71], [6.92, 4.56, -0.60], [-2.02, -0.74, -8.00], [6.48, 2.30, 0.61], [2.50, 2.28, -2.09], [-3.77, 1.07, 4.74], [6.02, 1.98, -2.94], [3.47, -1.14, 3.50], [-6.30, 0.91, 1.80], [-7.42, -8.45, 1.19], [-1.52, 1.13, -6.59], [7.29, 3.60, 3.37], [-5.33, 0.43, 4.16], [0.21, 3.16, 4.98], [2.27, -0.19, -3.43], [-7.95, -5.68, 3.42], [6.01, 2.87, 4.16], [-3.85, 0.53, -6.67], [-3.08, -0.02, -5.15], [-4.62, 1.26, 4.08], [-0.27, -0.56, -7.72], [6.51, 2.23, 5.02], [-1.26, -0.53, -7.25], [-9.28, -6.28, 1.18], [1.07, 0.37, -0.88], [4.91, -1.93, 4.48], [-5.92, -3.32, 6.33], [3.68, -1.12, -6.13]]}



[6]
{"formula": "C4H5NO", "method": "wB97M-V/def2-TZVPD", "relative_energy_kj_mol": 298.4, "total_charge": 0, "symbols": ["C", "H", "H", "N", "H", "O", "C", "H", "C", "C", "H"], "positions_angstrom": [[0.87, -0.49, 0.19], [-1.79, -0.80, 1.13], [-1.86, -0.83, -0.64], [2.02, 0.01, -0.34], [-2.50, 0.58, 0.25], [0.75, -1.62, 0.61], [0.03, 1.69, 0.36], [2.85, -0.56, -0.21], [-0.34, 0.45, 0.20], [-1.71, -0.18, 0.23], [2.13, 0.99, -0.56]]}



[7]
{"formula": "C12H14N4OS2", "method": "wB97M-V/def2-TZVPD", "relative_energy_kj_mol": 82.9, "total_charge": 0, "symbols": ["H", "H", "H", "H", "C", "C", "N", "C", "H", "H", "C", "H", "H", "C", "C", "H", "H", "N", "C", "N", "C", "S", "H", "O", "C", "C", "S", "C", "H", "N", "C", "H", "H"], "positions_angstrom": [[-2.13, -2.14, -2.21], [0.98, 1.77, 2.55], [1.35, -0.16, -1.49], [-1.88, -0.59, -2.90], [0.28, 1.09, 2.17], [-0.36, -1.35, -1.82], [0.25, -4.12, 0.59], [-0.36, -2.27, -0.28], [-0.49, 3.83, -0.53], [-0.67, 1.71, 1.96], [0.60, 2.24, -0.72], [-2.69, -0.77, -1.40], [-1.40, -1.21, 2.41], [2.77, 3.68, -0.47], [0.18, -0.28, 2.03], [1.04, -0.75, 2.07], [1.36, 5.45, -0.11], [0.20, -3.51, -0.62], [-1.63, -1.21, -2.16], [-0.62, -2.16, 0.88], [-0.32, 1.14, -0.73], [2.33, 1.90, -0.89], [0.14, -1.88, -2.57], [-1.43, 1.20, -0.81], [-1.06, -1.08, 1.49], [0.52, 3.51, -0.48], [-0.72, -3.57, 3.05], [1.57, 4.31, -0.18], [0.26, -5.17, 0.69], [0.23, 0.01, -1.42], [-0.51, -3.27, 1.48], [-1.56, -0.36, 0.93], [3.77, 4.03, -0.51]]}



[8]
{"formula": "C3H4Cl3P", "method": "wB97M-V/def2-TZVPD", "relative_energy_kj_mol": 326.3, "total_charge": 0, "symbols": ["P", "H", "Cl", "C", "C", "Cl", "H", "C", "Cl", "H", "H"], "positions_angstrom": [[1.63, -0.26, -0.23], [-1.09, 0.28, 3.11], [3.11, 0.24, -1.79], [-1.57, -0.41, 1.19], [-0.94, 0.36, 2.05], [0.56, 1.48, -2.61], [-2.28, -1.16, 1.52], [1.28, 0.01, -1.99], [0.96, -1.31, -3.11], [-1.42, -0.33, 0.13], [-0.23, 1.11, 1.72]]}



[9]
{"formula": "C4H10N5O3S", "method": "wB97M-V/def2-TZVPD", "smiles": "NC1=C(S(=O)(=O)O)N[C@H](N)NC1=[NH2+]", "total_charge": 1, "symbols": ["C", "H", "O", "O", "C", "H", "S", "H", "C", "H", "N", "H", "N", "C", "H", "N", "N", "H", "H", "H", "H", "N", "O"], "positions_angstrom": [[0.54, 1.62, 0.71], [-1.53, 1.95, 0.00], [-3.52, 1.29, 0.68], [-3.65, -1.21, 0.66], [0.93, -0.85, 0.33], [2.14, 0.53, 1.28], [-3.13, -0.02, 0.19], [-0.22, -2.83, 0.36], [-1.28, 0.12, 0.20], [0.98, 2.07, -1.18], [1.77, -1.83, 0.13], [1.11, 3.40, -0.18], [1.21, 0.35, 0.86], [-0.51, -1.03, 0.10], [-3.57, 0.85, -1.85], [1.19, 2.38, -0.26], [-0.89, 1.35, 0.51], [1.50, -2.76, -0.34], [-1.87, -2.55, 0.24], [2.72, -1.97, 0.54], [0.78, 2.13, 1.80], [-0.92, -2.33, -0.09], [-3.30, 0.07, -1.37]]}



Strongest force on any atom (eV/Å)
0.3 3.1 1.2 2.2 6.0 0.7 19.4 1.0 5.6
Frontier orbital gap (eV)
7.07 8.01 12.30 8.02 5.98 9.66 7.50 7.49 7.81